Record 1
The following is a quantum chemistry calculation of an isolated ion of composition C23H27F2O2Si and charge +1 in a non-equilibrium geometry, from the OMol25 dataset.

```
55
C23H27F2O2Si wB97M-V/def2-TZVPD
C 4.48 -0.08 -2.16
Si 2.90 -0.19 -3.13
C 2.70 1.16 -4.38
C 2.56 -1.81 -3.98
O 1.89 0.03 -1.57
C 0.62 -0.16 -1.69
C -0.31 0.16 -0.52
C -1.67 0.22 -1.13
C -1.91 -0.78 -2.24
C -1.23 -0.18 -3.40
O 0.23 -0.23 -2.94
H 5.35 -0.03 -2.84
H 4.48 0.83 -1.55
H 4.61 -0.94 -1.49
H 3.59 1.19 -5.04
H 1.84 1.01 -5.04
H 2.61 2.15 -3.92
H 3.32 -1.96 -4.77
H 2.59 -2.68 -3.32
H 1.58 -1.82 -4.49
H -0.02 1.20 -0.29
H -2.49 0.11 -0.42
H -1.74 1.26 -1.53
H -1.51 -1.78 -1.97
H -2.99 -0.88 -2.42
H -1.29 -0.78 -4.31
H -1.49 0.86 -3.61
F 2.94 1.56 4.00
C 2.75 0.71 2.94
C 3.85 0.13 2.32
C 3.62 -0.71 1.22
C 2.31 -0.99 0.81
C 1.22 -0.35 1.40
C -0.19 -0.56 0.78
C -1.28 -0.12 1.78
C -2.64 -0.11 1.72
C -3.52 0.33 2.79
C -3.06 0.81 4.04
C -4.00 1.04 5.05
F -3.55 1.40 6.30
C -5.37 0.88 4.86
C -5.83 0.50 3.59
C -4.92 0.24 2.58
C 1.44 0.50 2.49
H 4.86 0.38 2.65
H 4.45 -1.16 0.68
H 2.14 -1.69 -0.02
H -0.32 -1.66 0.64
H -0.84 0.06 2.76
H -3.22 -0.49 0.87
H -2.01 0.98 4.23
H -6.07 1.04 5.69
H -6.89 0.40 3.39
H -5.26 -0.07 1.59
H 0.65 1.04 3.00
```

Values from the calculation:
**Charge**: +1
**HOMO level**: -11.01 eV
**Energy above the lowest of the compared OMol25 structures with the same formula, charge and spin**: 0.0 kJ/mol
**DFT total energy**: -1532.09513 Ha
**Strongest force on any atom**: 0.0502 Eh/bohr


Record 2
The following is a quantum chemistry calculation of one molecule with the formula C23H27F3N2O3 in a non-equilibrium geometry, from the OMol25 dataset.

```
58
C23H27F3N2O3 wB97M-V/def2-TZVPD
C 0.53 3.17 -2.14
O 0.34 3.54 -0.80
C 1.16 3.01 0.15
C 2.22 2.13 -0.10
C 2.96 1.62 0.95
C 2.68 1.97 2.27
C 3.42 1.31 3.39
C 2.81 -0.08 3.56
O 3.38 -1.11 3.26
N 1.55 -0.05 4.05
C 0.66 -1.18 4.00
C -0.30 -1.13 2.80
C -1.24 0.08 2.85
C -2.14 0.05 1.62
C -1.29 0.03 0.36
N -0.44 -1.15 0.35
C 0.27 -1.30 -0.90
C -0.67 -1.64 -2.03
C -1.72 -2.53 -1.81
C -2.58 -2.87 -2.83
C -2.40 -2.31 -4.09
O -3.34 -2.73 -5.05
C -3.26 -2.30 -6.29
F -3.38 -0.97 -6.43
F -2.11 -2.61 -6.92
F -4.24 -2.85 -7.01
C -1.37 -1.43 -4.33
C -0.52 -1.09 -3.29
C 0.47 -1.12 1.48
C 1.64 2.86 2.51
C 0.89 3.38 1.47
H 0.39 2.09 -2.27
H -0.23 3.70 -2.70
H 1.52 3.46 -2.51
H 2.46 1.84 -1.11
H 3.76 0.93 0.75
H 4.48 1.19 3.15
H 3.32 1.87 4.32
H 1.12 0.86 4.18
H 1.29 -2.07 3.93
H 0.08 -1.22 4.93
H -0.91 -2.04 2.83
H -1.83 0.06 3.76
H -0.65 1.00 2.83
H -2.77 -0.84 1.64
H -2.79 0.93 1.60
H -1.93 -0.01 -0.53
H -0.69 0.95 0.30
H 0.85 -0.39 -1.16
H 0.98 -2.12 -0.79
H -1.84 -2.95 -0.82
H -3.39 -3.56 -2.67
H -1.22 -0.98 -5.30
H 0.29 -0.40 -3.49
H 1.12 -2.00 1.43
H 1.12 -0.23 1.44
H 1.42 3.17 3.52
H 0.08 4.06 1.65
```

Values from the calculation:
**Charge**: 0
**SMILES**: COc1ccc(CC(=O)NC[C@H]2CCCN(Cc3ccc(OC(F)(F)F)cc3)C2)cc1
**HOMO level**: -8.59 eV
**Energy above the lowest of the compared OMol25 structures with the same formula, charge and spin**: 131.3 kJ/mol
**DFT total energy**: -1527.51098 Ha
**Strongest force on any atom**: 0.0346 Eh/bohr


Record 3
The following is a quantum chemistry calculation of C23H27GeN3OS5Ti as an isolated structure, from the OMol25 dataset.

```
61
C23H27GeN3OS5Ti wB97M-V/def2-TZVPD
Ti -0.15 -0.63 -0.48
C -0.09 -2.76 -1.50
C -1.11 -2.00 -2.14
C -0.50 -0.92 -2.79
C 0.90 -1.00 -2.55
C 1.15 -2.15 -1.79
H -0.23 -3.64 -0.91
H -2.17 -2.19 -2.07
H -1.01 -0.15 -3.36
H 1.63 -0.28 -2.89
H 2.10 -2.46 -1.38
S -2.00 -0.66 3.69
C -1.66 -0.67 2.10
S -1.55 0.70 1.03
S -1.22 -2.07 1.15
Ge -0.25 1.82 -1.50
C -1.97 2.60 -2.04
C -2.22 2.76 -3.41
C -3.42 3.30 -3.86
C -4.39 3.70 -2.94
C -4.15 3.55 -1.58
C -2.95 3.01 -1.14
C 0.76 3.09 -0.37
C 0.26 3.70 0.78
C 1.05 4.53 1.56
C 2.37 4.77 1.21
C 2.90 4.18 0.06
C 2.09 3.35 -0.72
H 0.58 1.86 -2.81
H -1.47 2.47 -4.13
H -3.60 3.41 -4.92
H -5.32 4.12 -3.29
H -4.90 3.86 -0.87
H -2.80 2.89 -0.07
H -0.76 3.51 1.09
H 0.64 4.99 2.45
H 2.99 5.42 1.82
H 3.92 4.36 -0.23
H 2.51 2.90 -1.61
C 1.88 -0.41 4.01
N 1.59 -0.67 2.62
C 1.85 0.15 1.62
N 2.49 1.31 1.84
O 1.52 -0.14 0.42
H 1.71 -1.33 4.57
H 1.21 0.36 4.42
H 2.92 -0.11 4.15
H 1.18 -1.56 2.35
H 2.56 1.66 2.78
H 2.45 2.00 1.10
S 2.50 -3.69 1.43
C 1.42 -4.90 1.11
N 0.20 -5.05 1.66
C -0.69 -6.03 1.07
C 0.20 -7.07 0.40
S 1.72 -6.18 -0.05
H -0.18 -4.25 2.15
H -1.36 -5.55 0.34
H -1.31 -6.48 1.84
H -0.26 -7.49 -0.49
H 0.45 -7.88 1.08
```

Values from the calculation:
**Charge**: 0
**HOMO level**: -7.74 eV
**Energy above the lowest of the compared OMol25 structures with the same formula, charge and spin**: 0.2 kJ/mol
**DFT total energy**: -6049.59268 Ha
**Strongest force on any atom**: 0.0101 Eh/bohr